Record 1
{
  "formula": "C21H36F8O9S4",
  "method": "ωB97M-V/def2-TZVPD",
  "multiplicity": 1,
  "smiles": "FC(F)C(F)(F)COC(F)(F)C(F)F.O=S1(=O)CCCC1.O=S1(=O)CCCC1.O=S1(=O)CCCC1.O=S1(=O)CCCC1",
  "gap_ev": 10.24,
  "relative_energy_kcal_mol": 0.0,
  "energy_ha": -3890.4997,
  "symbols": ["C", "C", "C", "S", "O", "O", "C", "H", "H", "H", "H", "H", "H", "H", "H", "C", "C", "C", "S", "O", "O", "C", "H", "H", "H", "H", "H", "H", "H", "H", "C", "C", "C", "S", "O", "O", "C", "H", "H", "H", "H", "H", "H", "H", "H", "C", "C", "C", "S", "O", "O", "C", "H", "H", "H", "H", "H", "H", "H", "H", "C", "C", "C", "F", "F", "F", "F", "O", "C", "C", "F", "F", "F", "F", "H", "H", "H", "H"],
  "positions_angstrom": [[-0.50012, 1.70698, 1.40091], [-1.18369, 3.00043, 0.88351], [-2.06381, 2.65364, -0.31808], [-1.80935, 0.91871, -0.71221], [-1.59537, 0.89251, -2.13376], [-2.81239, 0.16354, -0.01023], [-0.29977, 0.74620, 0.21529], [-1.06315, 1.40639, 2.28291], [0.48337, 2.00626, 1.76847], [-0.40195, 3.74009, 0.71090], [-1.76772, 3.39273, 1.71545], [-1.78772, 3.27933, -1.16537], [-3.12341, 2.81946, -0.13250], [0.44856, 1.23953, -0.40801], [-0.02357, -0.29503, 0.34684], [-7.78572, -2.48643, 0.76897], [-6.81221, -1.36588, 0.26946], [-5.98173, -0.86413, 1.47113], [-6.29963, -2.05813, 2.83644], [-7.41115, -1.54609, 3.61976], [-5.12779, -2.54712, 3.52203], [-7.05202, -3.33162, 1.77223], [-8.20993, -2.97307, -0.10334], [-8.51970, -2.04020, 1.44931], [-7.48839, -0.67187, -0.22861], [-6.14865, -1.74224, -0.50564], [-5.91804, 0.13666, 1.88900], [-4.94709, -1.05815, 1.17273], [-7.62758, -3.99626, 2.40743], [-6.14894, -3.81556, 1.37940], [3.19200, 0.85289, 4.45247], [3.72535, -0.32864, 3.63444], [4.68267, -1.11279, 4.48960], [3.94230, -1.15641, 6.15758], [4.94480, -0.78048, 7.15167], [3.23144, -2.42465, 6.32317], [2.70505, 0.16536, 5.73610], [2.37039, 1.41277, 4.01124], [4.00689, 1.55165, 4.65249], [4.29390, -0.10879, 2.72648], [2.90005, -0.96121, 3.29394], [5.65439, -0.63063, 4.61514], [4.91165, -2.12677, 4.16729], [2.51346, 0.71221, 6.65322], [1.89064, -0.49300, 5.42956], [1.64816, -3.83942, -1.24462], [2.35266, -4.64342, -2.32981], [3.16325, -3.55277, -3.04032], [4.00759, -2.64728, -1.62895], [4.07274, -1.23075, -1.88762], [5.19721, -3.40202, -1.26685], [2.65617, -3.04823, -0.44590], [0.91959, -4.29069, -0.56338], [0.94354, -3.16199, -1.74572], [1.61057, -5.25051, -2.83781], [3.11754, -5.25777, -1.84634], [2.57318, -2.76220, -3.50876], [3.94155, -3.81571, -3.75280], [2.31528, -2.05393, -0.12762], [3.05557, -3.33124, 0.53011], [0.96944, 3.21470, -3.20753], [2.46699, 2.87292, -3.36623], [2.84913, 1.99817, -2.19132], [2.75295, 2.65392, -0.98840], [2.07230, 0.87902, -2.05775], [2.78429, 2.33146, -4.55069], [3.25377, 3.99113, -3.28217], [0.43106, 4.18349, -4.09103], [0.50938, 3.94307, -5.42442], [-0.43808, 4.91525, -6.15657], [-0.51936, 4.56767, -7.47895], [-1.66735, 4.86106, -5.59983], [1.73405, 4.16510, -5.94633], [0.21765, 2.66227, -5.72478], [0.70815, 3.40962, -2.16798], [0.43804, 2.25625, -3.27982], [3.86433, 1.58577, -2.24807], [0.01234, 5.91484, -6.20053]],
  "mulliken_charge": [-0.57, -0.75, -0.68, 0.98, -0.62, -0.52, -0.19, 0.42, 0.19, 0.33, 0.34, 0.26, 0.48, -0.26, 0.59, -0.69, -0.64, -0.35, 1.05, -0.64, -0.65, -0.71, 0.36, 0.34, 0.31, 0.34, 0.47, 0.08, 0.42, 0.31, -0.39, -0.44, -0.77, 1.07, -0.64, -0.64, -0.78, 0.17, 0.32, 0.30, 0.22, 0.37, 0.42, 0.46, 0.35, -0.63, -0.59, -0.80, 0.94, -0.48, -0.64, -0.29, 0.39, 0.27, 0.35, 0.30, 0.33, 0.45, 0.01, 0.39, -1.31, 1.44, -0.14, -0.29, -0.21, -0.28, -0.34, -0.37, 0.92, 0.13, -0.27, -0.24, -0.29, -0.30, 0.48, 0.48, 0.31, 0.26]
}

---

Record 2
{
  "formula": "C3H5Cl5Si",
  "method": "ωB97M-V/def2-TZVPD",
  "multiplicity": 1,
  "gap_ev": [7.83, 8.25],
  "relative_energy_kcal_mol": 92.1,
  "energy_ha": -2707.7873,
  "symbols": ["C", "C", "C", "Si", "Cl", "Cl", "Cl", "Cl", "Cl", "H", "H", "H", "H", "H"],
  "positions_angstrom": [[0.96129, 0.24752, -1.73052], [-0.30244, 0.53760, -1.06930], [-0.70930, -2.31313, 1.68773], [-0.32293, 1.49771, 0.59698], [0.75808, -3.00672, 1.89387], [-1.12962, -1.68249, 0.14610], [0.16437, 3.47967, 0.47285], [-2.15472, 1.27623, 1.35921], [0.92354, 0.78214, 2.00410], [1.13987, 0.80583, -2.66732], [1.89205, 0.16216, -1.12731], [0.79403, -0.74274, -2.15548], [-1.02402, 0.50158, -1.85484], [-0.99018, -1.54535, 2.44393]],
  "mulliken_charge": [-0.91, -0.60, -0.11, 0.72, -0.09, -0.02, -0.26, -0.22, -0.22, 0.30, 0.31, 0.29, 0.54, 0.26]
}

---

Record 3
{
  "formula": "C31H42CuN3P",
  "method": "ωB97M-V/def2-TZVPD",
  "multiplicity": 2,
  "gap_ev": [1.73, 4.76],
  "energy_ha": -3352.4244,
  "charge": -2,
  "symbols": ["Cu", "N", "N", "C", "C", "C", "C", "H", "H", "H", "C", "C", "H", "H", "H", "C", "C", "H", "H", "H", "C", "H", "H", "H", "C", "H", "H", "H", "C", "H", "C", "H", "C", "H", "C", "H", "C", "C", "H", "C", "C", "H", "C", "H", "N", "C", "C", "C", "H", "C", "C", "H", "H", "H", "C", "H", "C", "C", "H", "H", "H", "C", "H", "H", "H", "C", "P", "C", "C", "H", "H", "H", "H", "H", "H", "H", "H", "H"],
  "positions_angstrom": [[-0.90300, -0.59216, 0.51255], [-0.71358, -2.09095, 1.69906], [0.07259, -3.00543, -0.92404], [2.00888, 1.60645, 0.65811], [2.81588, 0.47896, 0.96394], [2.54096, 0.09285, 2.30240], [3.05655, -1.12066, 2.96748], [4.10290, -1.28726, 2.68435], [2.49314, -2.02931, 2.69036], [2.99597, -1.01608, 4.05723], [1.59364, 1.00249, 2.83345], [1.07198, 0.98105, 4.21577], [1.90505, 0.97650, 4.93493], [0.47362, 0.07814, 4.41879], [0.44726, 1.86137, 4.41101], [1.20328, 1.88688, 1.79627], [0.13947, 2.90982, 1.86218], [-0.58513, 2.70036, 2.66042], [-0.41280, 2.96450, 0.91254], [0.56573, 3.90803, 2.05356], [3.69556, -0.25512, 0.03753], [4.57776, -0.64712, 0.56710], [4.03780, 0.39659, -0.77661], [3.17586, -1.11997, -0.40751], [1.89385, 2.27770, -0.65470], [1.10512, 1.81157, -1.26943], [2.83027, 2.20556, -1.22507], [1.63472, 3.33914, -0.53231], [-1.08590, -1.78636, 2.96717], [-1.03936, -0.73549, 3.24667], [-1.56086, -2.73384, 3.87299], [-2.01890, -2.38766, 4.79773], [-1.43081, -4.08983, 3.56199], [-1.78393, -4.84888, 4.26048], [-0.82386, -4.43286, 2.37084], [-0.54848, -5.44979, 2.08574], [-0.55400, -3.42896, 1.37654], [-0.13967, -3.86852, 0.11254], [0.12017, -4.91147, -0.05520], [-0.22637, -1.62826, -0.98240], [0.67941, -3.45268, -2.10482], [0.96134, -4.48056, -2.22388], [0.79032, -2.40171, -2.90713], [1.20089, -2.32639, -3.88579], [0.27159, -1.29039, -2.23530], [0.28017, -0.01854, -2.87589], [1.45635, 0.43484, -3.52024], [1.42164, 1.65440, -4.21087], [2.33257, 2.00040, -4.71271], [0.26358, 2.42862, -4.28144], [0.21959, 3.69216, -5.08662], [0.17097, 4.57862, -4.44321], [-0.67063, 3.70578, -5.72715], [1.10822, 3.78099, -5.71751], [-0.87389, 1.98543, -3.60691], [-1.77268, 2.60619, -3.62410], [-0.90548, 0.73405, -2.97712], [-2.20649, 0.16771, -2.52221], [-2.56312, -0.67771, -3.13607], [-2.98418, 0.94217, -2.51687], [-2.09909, -0.21624, -1.49369], [2.75954, -0.29905, -3.48200], [2.79247, -1.14276, -4.18660], [3.02133, -0.65464, -2.47766], [3.55664, 0.38791, -3.80119], [-4.05964, -0.72280, 0.74938], [-2.72724, 0.49235, 1.10911], [-3.17603, 2.02102, 0.23233], [-3.22225, 0.92633, 2.82810], [-3.87746, -1.19680, -0.22322], [-5.03861, -0.22407, 0.74704], [-4.03859, -1.49678, 1.53156], [-4.23874, 2.00013, -0.04218], [-2.99592, 2.87814, 0.89441], [-2.56492, 2.13344, -0.67242], [-2.87002, 1.93749, 3.07930], [-4.32087, 0.89020, 2.90588], [-2.81216, 0.21081, 3.55321]],
  "mulliken_spin": [-0.42, 0.08, -0.04, 0.08, -0.01, 0.00, 0.00, 0.00, 0.00, 0.00, 0.01, -0.01, 0.00, 0.00, 0.00, -0.02, 0.01, 0.00, 0.05, 0.00, -0.01, 0.00, 0.01, 0.01, -0.14, 0.01, 0.04, -0.03, -0.05, -0.01, 0.02, 0.02, -0.03, -0.01, 0.00, 0.01, -0.11, 0.06, 0.01, 0.01, -0.12, 0.01, 0.04, 0.16, -0.42, 2.22, -1.08, 2.38, 0.93, -5.09, 0.06, 0.03, -0.10, -0.39, 3.19, 0.97, -1.29, -0.18, 0.03, -0.13, 0.20, -0.30, -0.02, 0.07, 0.01, 0.13, -0.63, 0.72, 0.13, -0.03, 0.03, 0.07, -0.14, 0.06, -0.11, 0.06, 0.03, -0.04]
}